[1]
The following is a DFT calculation (wB97M-V/def2-TZVPD) of a structure of composition C25H73AsAuGeSeSi8.

```
! RIJCOSX wB97M-V def2-TZVPD def2/J DEFGRID3
* xyz -1 1
Au 1.05 -0.49 -0.63
C -4.40 -1.72 -1.83
Si -4.00 -2.66 -0.23
C -3.09 -4.23 -0.71
C -5.62 -3.28 0.49
As -2.57 -1.23 0.97
Si -4.10 0.34 1.85
C -5.80 -0.33 2.35
C -4.36 1.56 0.46
C -3.41 1.14 3.39
Si -1.99 -2.55 2.81
C -0.61 -3.67 2.21
C -3.35 -3.64 3.51
C -1.28 -1.47 4.18
H -4.47 -2.40 -2.68
H -3.63 -0.98 -2.04
H -5.35 -1.19 -1.75
H -3.71 -4.82 -1.39
H -2.87 -4.85 0.16
H -2.14 -4.02 -1.21
H -6.12 -3.90 -0.26
H -6.30 -2.48 0.77
H -5.45 -3.89 1.38
H -6.47 -0.42 1.50
H -6.25 0.37 3.06
H -5.73 -1.31 2.84
H -4.80 1.06 -0.41
H -3.40 1.99 0.16
H -5.03 2.37 0.75
H -3.45 0.46 4.24
H -4.01 2.02 3.63
H -2.38 1.47 3.23
H -0.95 -4.31 1.39
H -0.24 -4.31 3.01
H 0.21 -3.07 1.83
H -3.67 -4.38 2.78
H -4.23 -3.05 3.80
H -3.00 -4.17 4.40
H -0.86 -0.55 3.77
H -0.48 -2.00 4.70
H -2.04 -1.19 4.91
C 0.23 3.19 -2.83
Si 1.93 3.35 -2.05
C 3.11 3.99 -3.39
C 1.96 4.69 -0.73
Si 2.62 1.24 -1.31
Si 4.16 1.39 0.45
C 5.85 1.93 -0.21
C 3.63 2.62 1.77
C 4.40 -0.30 1.25
Si 3.68 0.16 -3.10
C 2.37 -0.54 -4.27
C 4.89 1.14 -4.17
C 4.69 -1.29 -2.41
H -0.08 4.12 -3.32
H -0.50 2.93 -2.07
H 0.23 2.39 -3.58
H 2.88 5.04 -3.62
H 3.01 3.43 -4.32
H 4.15 3.93 -3.08
H 1.44 5.59 -1.09
H 2.98 4.96 -0.49
H 1.46 4.34 0.17
H 5.80 2.93 -0.65
H 6.20 1.25 -0.99
H 6.60 1.94 0.58
H 3.81 3.64 1.44
H 4.18 2.45 2.70
H 2.56 2.53 1.97
H 4.86 -1.00 0.55
H 3.44 -0.73 1.54
H 5.03 -0.24 2.13
H 1.78 0.26 -4.70
H 1.69 -1.19 -3.73
H 2.82 -1.11 -5.09
H 4.38 1.76 -4.90
H 5.56 0.46 -4.70
H 5.51 1.81 -3.56
H 4.07 -1.93 -1.80
H 5.51 -0.92 -1.78
H 5.13 -1.89 -3.21
C 0.54 -5.65 -0.78
Ge 1.53 -3.97 -1.04
C 2.34 -4.11 -2.83
C 2.94 -3.95 0.32
C 0.45 -2.35 -0.93
H 1.04 -6.42 -1.37
H -0.50 -5.59 -1.10
H 0.57 -5.94 0.27
H 3.08 -4.91 -2.80
H 2.83 -3.20 -3.14
H 1.58 -4.37 -3.57
H 3.44 -4.92 0.32
H 2.51 -3.78 1.30
H 3.68 -3.17 0.14
H -0.56 -2.41 -1.33
C -2.96 4.17 2.54
Si -1.38 4.20 1.50
C -1.92 4.94 -0.16
C -0.30 5.50 2.33
Se -0.38 2.23 1.31
H -3.43 5.16 2.54
H -2.74 3.89 3.57
H -3.68 3.46 2.14
H -2.22 5.98 -0.03
H -2.76 4.39 -0.58
H -1.10 4.91 -0.89
H -0.87 6.42 2.50
H 0.57 5.75 1.72
H 0.06 5.14 3.29
*
```

Results
Molar mass: 1022.01 g/mol

=====

[2]
The following is a DFT calculation (wB97M-V/def2-TZVPD) of a cluster of 5 separate species, C40H70ClN2O10S in total at a distorted geometry.

```
! RIJCOSX wB97M-V def2-TZVPD def2/J DEFGRID3
* xyz 1 1
C 1.84 -3.03 2.01
C 2.79 -3.50 0.78
O 3.84 -4.11 1.12
O 2.46 -3.26 -0.60
C 3.03 -1.94 -0.95
C 1.79 -0.96 -1.35
C 2.30 0.54 -0.99
C 1.16 1.66 -1.07
C 0.45 1.99 0.34
C 1.30 2.43 1.56
C 2.89 2.64 1.58
C 3.64 1.90 2.79
C 3.43 0.31 2.83
Cl 5.46 2.19 2.51
C 0.57 2.72 2.94
C -0.96 2.57 2.96
N -1.77 2.18 1.80
C -3.25 2.14 2.01
C -3.94 0.71 1.73
C -5.27 1.02 0.85
C -6.36 -0.15 0.91
C -7.44 -0.25 2.05
C -8.52 -1.39 2.04
C -8.51 -2.44 0.86
C -7.43 -2.36 -0.26
C -6.37 -1.21 -0.22
C -1.11 1.89 0.53
N -2.01 1.54 -0.58
C -1.84 0.31 -0.99
S -1.58 -1.13 -1.74
H 2.46 -2.72 2.92
H 1.25 -2.12 1.61
H 1.14 -3.89 2.28
H 3.80 -2.05 -1.78
H 3.55 -1.58 0.02
H 1.46 -1.09 -2.43
H 0.97 -1.20 -0.57
H 2.85 0.47 0.01
H 3.08 0.80 -1.81
H 1.69 2.64 -1.38
H 0.40 1.47 -1.92
H 3.40 2.40 0.58
H 3.04 3.77 1.74
H 3.37 2.43 3.77
H 3.85 -0.04 3.85
H 4.06 -0.13 1.99
H 2.33 0.01 2.80
H 1.15 3.07 3.86
H -1.51 2.82 3.94
H -3.75 2.95 1.38
H -3.46 2.40 3.12
H -3.25 -0.06 1.23
H -4.28 0.21 2.72
H -5.76 1.94 1.36
H -5.03 1.35 -0.22
H -7.46 0.53 2.90
H -9.32 -1.45 2.87
H -9.33 -3.24 0.86
H -7.42 -3.12 -1.11
H -5.58 -1.12 -1.04
C 2.54 -8.06 4.12
O 3.81 -7.80 3.52
C 3.96 -6.44 3.12
C 4.81 -5.66 4.12
O 4.16 -5.54 5.38
C 4.65 -6.45 6.35
H 2.59 -9.03 4.61
H 2.29 -7.30 4.87
H 1.77 -8.08 3.35
H 2.99 -5.96 2.99
H 4.47 -6.45 2.16
H 4.97 -4.65 3.74
H 5.80 -6.13 4.24
H 5.63 -6.12 6.70
H 4.73 -7.47 5.94
H 3.95 -6.47 7.19
C -12.11 -2.54 7.01
O -11.02 -2.59 7.92
C -9.93 -3.36 7.42
C -8.82 -2.47 6.89
O -9.24 -1.75 5.73
C -9.58 -0.40 6.01
H -12.79 -1.75 7.35
H -11.78 -2.31 6.00
H -12.64 -3.49 7.02
H -10.27 -4.07 6.65
H -9.54 -3.95 8.26
H -7.98 -3.10 6.59
H -8.46 -1.78 7.66
H -8.67 0.18 6.18
H -10.23 -0.33 6.89
H -10.11 0.00 5.15
C 3.87 2.08 -4.80
O 4.96 2.01 -3.89
C 6.04 1.23 -4.39
C 7.17 2.11 -4.93
O 6.75 2.83 -6.08
C 6.42 4.19 -5.79
H 3.20 2.87 -4.46
H 4.21 2.31 -5.81
H 3.33 1.12 -4.79
H 5.70 0.53 -5.16
H 6.43 0.64 -3.56
H 8.00 1.47 -5.23
H 7.53 2.79 -4.15
H 7.34 4.76 -5.63
H 5.78 4.27 -4.91
H 5.89 4.60 -6.65
C 3.07 7.53 -10.76
O 2.89 6.18 -11.18
C 4.13 5.48 -11.32
C 4.38 4.57 -10.12
O 4.59 5.32 -8.93
C 3.43 5.34 -8.10
H 2.10 7.92 -10.45
H 3.76 7.60 -9.91
H 3.45 8.13 -11.59
H 4.96 6.19 -11.45
H 4.05 4.87 -12.22
H 5.30 4.00 -10.31
H 3.56 3.85 -10.00
H 3.31 4.37 -7.60
H 2.53 5.58 -8.67
H 3.57 6.11 -7.34
*
```

Results
Molar mass: 806.52 g/mol

=====

[3]
The following is a DFT calculation (wB97M-V/def2-TZVPD) of the molecule C4H8N2O.

```
! RIJCOSX wB97M-V def2-TZVPD def2/J DEFGRID3
* xyz 0 1
C -2.63 0.29 0.66
N -1.25 -0.14 0.90
C -0.40 -0.25 -0.14
N -0.36 -0.63 -1.35
C 0.85 0.10 -0.77
C 2.17 -0.60 -0.50
O 3.14 0.33 -0.05
H -3.34 -0.53 0.73
H -2.89 1.06 1.39
H -2.69 0.72 -0.34
H -0.83 0.21 1.75
H 1.00 1.12 -1.16
H 2.57 -1.03 -1.42
H 2.03 -1.42 0.22
H 2.78 0.77 0.73
*
```

Results
Molar mass: 100.12 g/mol
SMILES string: CNC1=N[C@@H]1CO

=====

[4]
The following is a DFT calculation (wB97M-V/def2-TZVPD) of a structure of composition C41H50FGeN7O4S2Ta at a distorted geometry.

```
! RIJCOSX wB97M-V def2-TZVPD def2/J DEFGRID3
* xyz 4 2
Ta 0.03 0.43 -0.98
C 4.32 3.54 4.45
C 3.89 2.12 4.82
C 5.02 1.26 5.35
C 6.10 1.07 4.30
C 5.51 0.64 2.98
C 6.30 0.04 2.03
C 5.76 -0.37 0.80
F 6.56 -0.96 -0.08
C 4.45 -0.18 0.49
C 3.61 0.43 1.44
C 2.23 0.65 1.13
O 1.82 0.35 -0.09
C 1.43 1.18 2.15
C 2.03 1.61 3.34
N 3.30 1.47 3.59
C 4.15 0.85 2.67
C -0.01 1.30 2.04
O -0.80 1.65 2.86
O -0.43 0.82 0.80
H 4.79 4.01 5.31
H 3.45 4.15 4.17
H 5.02 3.54 3.62
H 3.09 2.17 5.56
H 4.62 0.28 5.65
H 5.43 1.73 6.24
H 6.82 0.32 4.62
H 6.66 2.00 4.16
H 7.35 -0.13 2.22
H 4.05 -0.50 -0.45
H 1.42 2.10 4.09
C 0.71 -2.59 0.98
Ge -1.07 -1.86 0.74
C -2.02 -2.92 -0.54
C -3.13 -3.66 -0.11
C -3.66 -4.66 -0.92
C -3.09 -4.92 -2.16
C -1.99 -4.18 -2.59
C -1.46 -3.19 -1.79
C -1.96 -1.51 2.44
C -1.23 -1.84 3.59
C -1.79 -1.74 4.85
C -3.09 -1.25 5.01
C -3.85 -0.92 3.89
C -5.18 -0.46 4.03
C -5.97 -0.15 2.90
C -5.43 -0.29 1.64
C -4.10 -0.73 1.48
C -3.29 -1.05 2.58
H 0.60 -3.62 1.31
H 1.32 -2.06 1.72
H 1.23 -2.58 0.03
H -3.57 -3.48 0.86
H -4.51 -5.24 -0.58
H -3.49 -5.70 -2.79
H -1.54 -4.41 -3.55
H -0.60 -2.61 -2.13
H -0.21 -2.21 3.50
H -1.22 -2.04 5.73
H -3.51 -1.14 6.00
H -5.61 -0.37 5.02
H -6.99 0.19 3.03
H -6.04 -0.07 0.78
H -3.69 -0.82 0.49
C -2.26 2.27 -3.13
N -2.36 1.22 -2.03
C -2.86 -0.04 -2.67
N -4.11 0.16 -3.36
C -3.94 1.18 -4.40
N -3.52 2.45 -3.79
C -4.54 2.90 -2.84
N -4.69 1.89 -1.78
C -3.44 1.71 -1.10
C -5.12 0.63 -2.40
H -1.52 1.95 -3.85
H -1.95 3.21 -2.68
H -3.00 -0.80 -1.90
H -2.10 -0.39 -3.38
H -4.89 1.33 -4.92
H -3.19 0.86 -5.12
H -5.49 3.02 -3.36
H -4.24 3.85 -2.40
H -3.56 0.97 -0.30
H -3.11 2.66 -0.66
H -6.06 0.79 -2.92
H -5.26 -0.13 -1.63
N 4.07 -1.73 -5.69
C 3.92 -2.32 -4.30
C 3.19 -1.38 -3.32
N 1.85 -1.81 -2.89
H 4.52 -2.41 -6.32
H 4.65 -0.90 -5.68
H 3.17 -1.49 -6.11
H 4.93 -2.54 -3.95
H 3.39 -3.26 -4.40
H 3.09 -0.38 -3.75
H 3.79 -1.28 -2.42
H 1.90 -2.73 -2.46
H 1.23 -1.89 -3.69
C 1.31 4.44 -1.62
O 1.01 3.04 -1.91
C 0.91 2.68 -3.19
S 1.02 3.60 -4.49
S 0.60 0.91 -3.27
H 1.53 4.47 -0.56
H 0.44 5.05 -1.85
H 2.15 4.77 -2.22
*
```

Results
Molar mass: 1041.59 g/mol

=====

[5]
The following is a DFT calculation (wB97M-V/def2-TZVPD) of the molecule C4H7IO2S at a distorted geometry.

```
! RIJCOSX wB97M-V def2-TZVPD def2/J DEFGRID3
* xyz 0 1
C 1.52 -0.65 0.15
C -0.74 -1.47 -0.29
C 0.29 -0.37 -0.59
C -0.33 0.98 -0.19
O 2.07 -3.12 -0.96
O 1.51 -3.11 1.49
S 1.42 -2.53 0.13
I 0.80 -0.39 -2.75
H 2.55 -0.15 -0.25
H 1.53 -0.44 1.14
H -1.38 -1.12 0.59
H -1.39 -1.95 -1.13
H -0.80 0.97 0.78
H -1.11 1.21 -0.81
H 0.36 1.79 -0.55
*
```

Results
Molar mass: 246.07 g/mol

=====

[6]
The following is a DFT calculation (wB97M-V/def2-TZVPD) of a cluster of 2 separate species, H2 in total at a distorted geometry.

```
! RIJCOSX wB97M-V def2-TZVPD def2/J DEFGRID3
* xyz 0 1
H 0.00 0.00 1.32
H 0.00 0.00 -1.32
*
```

Results
Molar mass: 2.02 g/mol

=====

[7]
The following is a DFT calculation (wB97M-V/def2-TZVPD) of a structure of composition C9H24O3Tl at a distorted geometry.

```
! RIJCOSX wB97M-V def2-TZVPD def2/J DEFGRID3
* xyz 3 1
Tl 0.44 -0.35 1.21
C -1.65 1.92 -1.54
C -1.53 1.38 -0.02
C -2.92 1.01 0.46
O -0.82 0.17 0.00
H -2.46 2.63 -1.71
H -1.74 1.09 -2.24
H -0.78 2.51 -1.84
H -1.07 2.17 0.58
H -2.97 0.47 1.40
H -3.52 0.51 -0.29
H -3.60 1.81 0.74
H -1.35 -0.59 0.24
C -0.21 -3.70 -0.54
C 0.34 -3.28 0.87
C 1.27 -4.40 1.43
O 1.02 -2.02 0.88
H 0.49 -3.97 -1.33
H -0.74 -2.83 -0.92
H -0.91 -4.53 -0.46
H -0.55 -3.09 1.46
H 2.10 -4.80 0.85
H 0.51 -5.15 1.64
H 1.61 -4.19 2.45
H 1.84 -2.14 0.39
C 1.68 3.52 0.38
C 0.87 2.28 0.06
C 1.32 1.91 -1.46
O 1.25 1.27 0.97
H 1.53 4.25 -0.42
H 2.77 3.42 0.33
H 1.40 3.88 1.37
H -0.21 2.42 0.08
H 1.24 2.74 -2.17
H 0.90 1.00 -1.89
H 2.39 1.79 -1.56
H 2.06 0.88 0.61
*
```

Results
Molar mass: 384.67 g/mol

=====

[8]
The following is a DFT calculation (wB97M-V/def2-TZVPD) of the molecule C8H7F3N2 at a distorted geometry.

```
! RIJCOSX wB97M-V def2-TZVPD def2/J DEFGRID3
* xyz 0 1
N -0.46 -2.32 -2.03
C 0.19 -1.90 -1.16
C 0.89 -1.33 -0.04
C 0.75 -1.98 1.14
F 1.26 -1.60 2.36
C 1.77 -0.09 -0.17
C 1.11 1.25 0.27
C -0.19 1.47 -0.58
C -1.24 0.61 -0.10
N -1.73 -0.07 0.87
C -2.69 0.50 -0.01
F -3.48 -0.27 -0.75
F -3.37 1.52 0.42
H 0.27 -2.92 1.25
H 2.77 -0.14 0.38
H 2.01 0.17 -1.26
H 0.72 1.12 1.19
H 1.75 2.07 0.19
H -0.44 2.46 -0.38
H 0.09 1.45 -1.57
*
```

Results
Molar mass: 188.15 g/mol
SMILES string: N#C/C(=C/F)CCCC1=NC1(F)F

=====

For reference, E_tot by record: -10162.34122 -3285.60991 -341.88514 -5305.43823 -1002.82901 -0.91987 -753.89631 -718.02327 hartree.